[1]
{
  "formula": "C30H29Cl2N4OW",
  "method": "ωB97M-V with the def2-TZVPD basis set",
  "relative_energy_kj_mol": 57.07,
  "s2": 2.03,
  "homo_ev": [-9.325, -10.964],
  "energy_ha": -2442.15731,
  "multiplicity": 3,
  "total_charge": 1,
  "lumo_ev": [-3.321, -4.402],
  "elements": ["W", "C", "C", "N", "N", "C", "O", "C", "C", "C", "C", "C", "C", "C", "C", "C", "C", "C", "N", "H", "H", "H", "H", "H", "H", "H", "H", "H", "H", "H", "H", "C", "C", "C", "C", "C", "C", "C", "C", "C", "C", "H", "H", "H", "H", "H", "H", "H", "H", "H", "H", "H", "H", "H", "H", "Cl", "C", "C", "C", "C", "C", "Cl", "C", "N", "H", "H", "H"],
  "positions_angstrom": [[0.336, 1.050, 0.140], [-0.132, -3.256, -0.723], [-0.107, -1.765, -0.769], [0.419, -1.011, 0.205], [0.899, -1.623, 1.329], [1.229, -0.739, 2.232], [1.085, 0.543, 1.993], [1.746, -1.193, 3.527], [1.983, -2.550, 3.760], [2.476, -2.963, 4.983], [2.735, -2.033, 5.983], [2.499, -0.685, 5.755], [2.007, -0.263, 4.531], [-0.671, -1.000, -1.818], [-1.210, -1.542, -2.996], [-1.789, -0.719, -3.925], [-1.840, 0.664, -3.680], [-1.275, 1.152, -2.534], [-0.675, 0.364, -1.613], [0.213, -3.593, 0.249], [0.515, -3.685, -1.492], [-1.144, -3.626, -0.889], [1.774, -3.259, 2.971], [2.655, -4.015, 5.162], [3.123, -2.360, 6.938], [2.694, 0.040, 6.534], [1.819, 0.785, 4.339], [-1.158, -2.612, -3.145], [-2.211, -1.126, -4.834], [-2.316, 1.334, -4.379], [-1.281, 2.210, -2.305], [3.079, 3.292, -3.105], [1.834, 3.099, -2.226], [1.630, 4.335, -1.353], [2.030, 1.796, -1.460], [2.145, 0.600, -2.226], [2.807, -0.505, -1.754], [3.442, -0.499, -0.490], [4.218, -1.703, -0.045], [3.343, 0.636, 0.277], [2.599, 1.770, -0.152], [2.989, 4.217, -3.674], [3.209, 2.467, -3.807], [3.973, 3.355, -2.482], [0.970, 2.984, -2.888], [2.564, 4.625, -0.867], [0.872, 4.174, -0.594], [1.316, 5.174, -1.973], [1.742, 0.598, -3.232], [2.876, -1.393, -2.372], [3.581, -2.589, -0.051], [4.618, -1.569, 0.958], [5.048, -1.885, -0.729], [3.848, 0.689, 1.233], [2.763, 2.706, 0.367], [-1.323, 5.528, 0.433], [-2.256, 4.270, 1.147], [-3.445, 4.572, 1.787], [-4.208, 3.568, 2.361], [-3.796, 2.244, 2.291], [-2.615, 1.963, 1.647], [-2.027, 0.335, 1.489], [-1.792, 2.949, 1.065], [-0.628, 2.546, 0.483], [-3.769, 5.603, 1.833], [-5.131, 3.815, 2.866], [-4.384, 1.452, 2.733]]
}

[2]
{
  "formula": "C30H29EuN7O",
  "method": "ωB97M-V with the def2-TZVPD basis set",
  "s2": 12.03,
  "homo_ev": [-9.851, -9.859],
  "energy_ha": -2329.15650,
  "multiplicity": 7,
  "total_charge": 1,
  "lumo_ev": [-3.335, -3.326],
  "elements": ["Eu", "C", "C", "C", "C", "N", "C", "N", "C", "N", "C", "N", "C", "C", "C", "C", "C", "N", "C", "C", "C", "C", "C", "C", "H", "H", "H", "H", "H", "H", "H", "H", "H", "H", "H", "H", "C", "C", "O", "H", "H", "H", "N", "C", "C", "N", "H", "H", "H", "H", "H", "H", "H", "H", "H", "C", "C", "C", "C", "C", "C", "C", "C", "H", "H", "H", "H", "H"],
  "positions_angstrom": [[0.729, 0.395, -0.502], [4.378, 0.833, -2.448], [4.825, 2.046, -1.921], [4.444, 2.398, -0.651], [3.588, 1.540, 0.068], [3.127, 0.384, -0.453], [3.543, 0.047, -1.683], [3.348, 1.848, 1.365], [2.267, 1.782, 2.042], [0.979, 1.550, 1.578], [0.127, 1.839, 2.577], [-1.191, 1.784, 2.580], [-1.992, 1.706, 1.517], [-3.393, 1.699, 1.810], [-4.303, 1.846, 0.772], [-3.835, 1.885, -0.533], [-2.468, 1.776, -0.742], [-1.563, 1.642, 0.222], [0.859, 2.196, 3.800], [0.458, 2.546, 5.075], [1.449, 2.786, 6.020], [2.794, 2.697, 5.691], [3.198, 2.386, 4.399], [2.217, 2.132, 3.465], [4.679, 0.523, -3.435], [5.468, 2.690, -2.503], [4.770, 3.311, -0.178], [3.191, -0.919, -2.047], [-3.681, 1.887, 2.834], [-5.358, 1.947, 0.977], [-4.497, 2.036, -1.366], [-2.073, 1.811, -1.754], [-0.587, 2.627, 5.323], [1.171, 3.056, 7.028], [3.541, 2.883, 6.446], [4.240, 2.332, 4.137], [0.418, 1.816, -4.061], [0.316, 1.300, -2.629], [1.041, 1.920, -1.803], [1.047, 2.707, -4.123], [-0.570, 2.027, -4.465], [0.848, 1.016, -4.663], [-4.002, -0.958, 2.434], [-3.607, -2.033, 1.479], [-2.108, -2.344, 1.609], [-1.292, -1.163, 1.477], [-5.021, -0.887, 2.493], [-3.640, 0.049, 2.132], [-3.640, -1.168, 3.371], [-3.825, -1.681, 0.470], [-4.194, -2.929, 1.677], [-1.827, -3.032, 0.809], [-1.896, -2.825, 2.564], [-1.293, -0.588, 2.310], [-1.608, -0.635, 0.665], [0.248, -1.825, -1.258], [0.185, -2.744, -2.058], [0.075, -3.719, -3.089], [0.743, -4.943, -3.061], [0.678, -5.791, -4.150], [-0.053, -5.441, -5.272], [-0.740, -4.236, -5.297], [-0.680, -3.383, -4.215], [1.321, -5.220, -2.192], [1.216, -6.728, -4.136], [-0.083, -6.099, -6.128], [-1.307, -3.955, -6.171], [-1.202, -2.436, -4.228]]
}

[3]
{
  "formula": "C30H29F10N7O7RuS3",
  "method": "ωB97M-V with the def2-TZVPD basis set",
  "relative_energy_kj_mol": 165.71,
  "s2": 0.76,
  "homo_ev": [-9.890, -9.984],
  "energy_ha": -4358.44666,
  "multiplicity": 2,
  "total_charge": 1,
  "lumo_ev": [-3.358, -3.358],
  "elements": ["Ru", "F", "C", "C", "C", "C", "O", "C", "C", "N", "C", "C", "C", "C", "C", "C", "N", "C", "C", "N", "C", "C", "C", "O", "O", "H", "H", "H", "H", "H", "H", "H", "H", "H", "H", "H", "H", "H", "H", "H", "H", "H", "H", "F", "C", "F", "F", "C", "C", "C", "C", "N", "C", "S", "H", "H", "H", "F", "C", "F", "F", "S", "O", "O", "N", "S", "O", "O", "C", "F", "F", "F", "C", "C", "C", "C", "N", "N", "C", "H", "H", "H", "H", "H", "H", "H", "H"],
  "positions_angstrom": [[-2.539, 0.155, 0.319], [3.463, -3.166, 0.820], [3.319, -1.879, 0.438], [2.087, -1.301, 0.540], [1.923, 0.037, 0.183], [0.595, 0.642, 0.287], [-0.316, -0.007, 0.832], [0.457, 1.961, -0.238], [1.576, 2.629, -0.627], [2.819, 2.098, -0.665], [3.952, 2.916, -1.032], [4.610, 2.709, -2.367], [3.798, 3.943, -2.105], [3.015, 0.774, -0.284], [4.267, 0.158, -0.388], [4.436, -1.170, -0.031], [5.715, -1.765, -0.198], [6.871, -1.092, 0.372], [8.008, -1.158, -0.656], [7.773, -2.379, -1.510], [7.311, -3.527, -0.659], [5.885, -3.213, -0.182], [-0.870, 2.651, -0.375], [-0.898, 3.860, -0.517], [-1.912, 1.887, -0.470], [1.236, -1.864, 0.907], [1.484, 3.660, -0.936], [4.591, 3.166, -0.193], [4.164, 1.969, -3.019], [5.687, 2.792, -2.424], [2.847, 4.018, -2.612], [4.307, 4.884, -1.959], [5.100, 0.712, -0.794], [7.176, -1.557, 1.317], [6.644, -0.053, 0.589], [8.989, -1.268, -0.197], [8.019, -0.303, -1.329], [8.609, -2.616, -2.043], [7.025, -2.156, -2.171], [8.028, -3.601, 0.156], [7.354, -4.439, -1.248], [5.747, -3.666, 0.803], [5.161, -3.662, -0.859], [0.071, -3.611, 2.792], [-1.077, -3.572, 3.504], [-0.776, -3.970, 4.749], [-1.898, -4.483, 2.973], [-1.672, -2.194, 3.493], [-1.835, -1.469, 4.653], [-2.356, -0.175, 4.611], [-2.672, 0.368, 3.387], [-2.514, -0.344, 2.266], [-2.058, -1.607, 2.280], [-2.096, -2.192, 0.667], [-1.561, -1.913, 5.600], [-2.501, 0.401, 5.512], [-3.063, 1.368, 3.269], [-4.326, 1.585, -1.941], [-4.000, 1.151, -3.157], [-5.116, 0.987, -3.860], [-3.239, 2.059, -3.753], [-3.075, -0.463, -3.082], [-2.277, -0.437, -1.856], [-2.348, -0.504, -4.304], [-4.206, -1.543, -3.049], [-4.769, -2.206, -1.734], [-4.372, -3.561, -1.552], [-4.707, -1.313, -0.583], [-6.556, -2.245, -2.163], [-7.006, -1.013, -2.406], [-6.773, -3.006, -3.223], [-7.226, -2.740, -1.120], [-7.740, 1.490, 0.391], [-6.311, 1.815, 0.656], [-5.659, 3.024, 0.828], [-4.317, 2.714, 1.013], [-4.135, 1.376, 0.993], [-5.383, 0.872, 0.766], [-3.225, 3.678, 1.316], [-8.366, 2.353, 0.603], [-8.080, 0.657, 1.007], [-7.879, 1.213, -0.655], [-6.100, 4.005, 0.840], [-5.482, -0.122, 0.603], [-3.629, 4.510, 1.892], [-2.772, 4.066, 0.405], [-2.427, 3.211, 1.895]]
}